[1]
26
Properties=species:S:1:pos:R:3:lowdin_charge:R:1 method="wB97M-V/def2-TZVPD" largest_force_ha_per_bohr=0.169 homo_energy_ev="-3.11 / -3.11" lumo_energy_ev="2.329 / 2.327" energy_ha=-2827.6344 total_charge=-1
C -0.12 2.05 -1.37 -0.179
C -1.29 1.55 -1.98 -0.179
C -1.09 0.16 -2.30 -0.166
C 0.19 -0.20 -1.94 -0.165
C 0.84 0.95 -1.27 -0.264
Ga 0.82 0.52 0.88 0.426
N 2.92 1.08 1.06 -0.208
C -0.46 1.24 1.99 -0.233
C -1.52 0.53 1.44 0.031
H -1.82 -0.47 -2.79 0.077
H -2.20 2.11 -2.21 0.067
H 0.72 -1.12 -2.15 0.085
H 1.91 1.05 -1.05 0.059
H 0.10 3.06 -1.07 0.083
H -2.14 1.06 0.70 0.087
H 0.18 0.88 2.85 0.108
H 2.87 0.56 1.96 -0.216
H -1.76 -0.43 1.91 0.080
H -0.07 2.21 1.68 0.084
F 1.31 -1.95 1.99 0.010
C 0.88 -1.64 0.73 -0.387
F 1.94 -1.85 -0.16 0.007
C -0.26 -2.60 0.36 -0.540
F 0.04 -3.86 0.71 0.128
F -1.42 -2.29 1.01 0.086
F -0.54 -2.60 -0.97 0.117



[2]
22
Properties=species:S:1:pos:R:3:lowdin_charge:R:1 method="wB97M-V/def2-TZVPD" e_above_lowest_kj_mol=220.9 largest_force_ha_per_bohr=0.104 homo_energy_ev=-8.66 lumo_energy_ev=0.401 energy_ha=-578.6464
C 2.07 -1.25 -1.70 -0.036
C 1.01 -0.55 -1.00 -0.305
N 1.24 -0.43 0.22 0.203
C 0.86 0.23 1.38 -0.455
O 1.27 1.34 1.66 0.057
C -0.13 -0.34 2.46 -0.089
C -1.36 0.60 2.22 0.030
C -1.73 0.37 0.94 -0.249
F -1.46 -0.96 0.49 -0.012
C -1.90 1.20 -0.19 -0.009
C -1.11 1.06 -1.28 -0.033
C -0.20 0.03 -1.81 -0.080
H 2.54 -2.08 -1.12 0.113
H 2.91 -0.62 -1.94 0.091
H 1.68 -1.43 -2.66 0.062
H 0.29 -0.38 3.52 0.127
H -0.47 -1.42 2.44 0.117
H -1.39 1.44 2.77 0.078
H -2.54 1.96 0.11 0.106
H -1.23 1.81 -1.91 0.058
H -0.69 -0.95 -2.03 0.157
H 0.33 0.38 -2.59 0.069



[3]
30
Properties=species:S:1:pos:R:3:lowdin_charge:R:1 method="wB97M-V/def2-TZVPD" e_above_lowest_kj_mol=244.8 largest_force_ha_per_bohr=0.202 homo_energy_ev="-23.86 / -24.27" spin_multiplicity=7 lumo_energy_ev="-17.901 / -19.129" energy_ha=-3905.1141 total_charge=+4
I 1.58 -2.39 0.33 1.274
I 1.61 2.38 1.23 1.173
Fe -0.36 0.92 0.53 -0.177
Ti -0.41 -0.91 2.15 0.635
S 1.38 0.14 -0.68 0.631
C -1.99 -1.04 0.68 -0.042
C -1.74 -1.78 3.28 0.018
C 0.59 0.02 -2.21 -0.894
C 1.46 1.09 -2.90 -0.050
C -0.89 0.28 -2.34 -0.034
C 1.03 -1.37 -2.67 -0.111
C -0.94 1.08 2.95 -0.128
C -1.96 1.73 0.25 -0.054
O -2.56 -2.07 4.04 0.334
O -2.83 -1.53 0.02 0.283
O -1.76 1.58 3.65 0.264
O -3.00 2.28 0.27 0.287
H 1.27 1.12 -3.97 0.154
H 2.53 0.84 -2.73 0.112
H 1.28 2.08 -2.46 0.107
H -1.11 0.17 -3.40 0.150
H -1.18 1.28 -2.04 0.089
H -1.48 -0.43 -1.78 0.069
H 0.79 -1.50 -3.72 0.149
H 0.52 -2.13 -2.08 0.040
H 2.11 -1.48 -2.50 0.092
O 0.97 1.04 3.94 -0.065
C 1.54 -0.07 4.04 -0.333
O 1.27 -1.08 3.28 -0.183
H 2.31 -0.25 4.83 0.209



[4]
24
Properties=species:S:1:pos:R:3:lowdin_charge:R:1 method="wB97M-V/def2-TZVPD" e_above_lowest_kj_mol=243.7 largest_force_ha_per_bohr=0.119 homo_energy_ev=-8.20 lumo_energy_ev=-0.900 energy_ha=-1495.6169
C 1.69 2.84 -0.83 -0.077
C 1.76 2.12 0.39 0.018
C 0.83 2.40 -1.84 -0.159
C -0.38 -0.77 0.95 -0.124
C 0.94 0.96 0.44 -0.108
C 0.59 -0.01 1.50 -0.184
C 0.03 0.74 -0.54 -0.422
C 1.22 -0.15 2.83 -0.044
C -1.28 -3.31 -2.07 -0.025
N 0.02 1.35 -1.72 0.090
N -0.64 -0.38 -0.32 -0.293
P -1.94 -0.83 -1.47 0.693
S -3.34 -1.67 -0.14 -0.221
I -4.67 0.20 0.59 0.289
H 2.29 3.77 -1.02 0.111
H 2.25 2.47 1.27 0.104
H 0.58 2.85 -2.86 0.126
H -0.89 -1.73 1.32 0.129
H 0.70 0.31 3.64 0.074
H 1.43 -1.13 3.23 0.081
H 2.14 0.31 2.91 0.041
H -1.77 -3.80 -2.87 -0.009
H -1.27 -3.72 -1.17 -0.090
H -0.28 -2.84 -2.24 -0.001



[5]
25
Properties=species:S:1:pos:R:3:lowdin_charge:R:1 method="wB97M-V/def2-TZVPD" e_above_lowest_kj_mol=0.0 largest_force_ha_per_bohr=0.083 homo_energy_ev=-12.95 lumo_energy_ev=-4.303 energy_ha=-1263.5797 total_charge=+1
C -2.80 -4.03 0.08 -0.026
C -1.74 0.10 -0.87 -0.129
C -1.19 -2.51 -0.14 -0.196
C -2.52 -2.04 -0.67 -0.241
C -0.27 -1.54 0.13 -0.464
C 1.50 0.27 1.03 -0.244
C 0.76 0.87 -0.12 -0.601
C 0.18 2.20 0.20 -0.067
C 1.38 0.75 -1.43 -0.532
N -3.39 -3.02 -0.56 0.149
N -2.71 -0.75 -1.00 0.184
N -1.45 -3.72 0.37 0.114
N -0.58 -0.23 -0.33 0.054
S 1.21 -1.69 1.01 1.032
I 3.16 2.08 -1.52 0.865
H -3.31 -4.98 0.25 0.149
H -1.90 1.12 -1.05 0.127
H 2.51 0.34 0.87 0.034
H 1.00 0.58 1.88 0.075
H -0.26 2.61 -0.71 0.092
H 0.92 2.69 0.87 0.107
H -0.81 2.17 0.91 0.161
H 0.70 1.17 -2.12 0.038
H 1.59 -0.33 -1.73 0.112
H -0.74 -4.47 0.61 0.206